Formula: C3H2KO2
Source: the OMol25 dataset
Level of theory: the ωB97M-V functional and the def2-TZVPD basis

## Properties
energy relative to the best compared isomer or geometry (same formula, charge and spin) = 264.7 kJ/mol
E = -865.557621 Ha
HOMO-LUMO gap (alpha / beta) = 8.6 / 8.6 eV
2S+1 = 1
total charge = +1

```
8
Properties=species:S:1:pos:R:3:forces:R:3:lowdin_charge:R:1
H 1.5671 -2.2605 -0.6229 -0.46 0.23 0.04 0.05
C 0.8665 -1.4881 -0.3479 0.09 0.24 -0.45 0.12
C 0.0899 -0.5789 -0.1638 0.98 -1.57 3.88 -0.08
K 2.4832 1.9260 -0.7541 -0.19 -0.11 -0.05 0.97
O -1.9530 0.3708 0.4616 -1.46 1.88 2.27 0.17
H -2.2198 0.0077 1.3211 -0.36 -0.44 -0.17 0.16
O -0.1550 1.3776 -0.3803 -1.29 3.38 2.49 -0.01
C -0.6789 0.6456 0.4864 2.67 -3.61 -8.01 -0.38
```
Forces are in eV/Å.